DFT (ωB97M-V/def2-TZVPD) results for C37H41Cl2N3O4RuS4 as an isolated structure.

Structure (XYZ):
```
92
C37H41Cl2N3O4RuS4 (ωB97M-V/def2-TZVPD)
Ru -0.51358 0.26269 -0.64485
C -3.78712 0.48654 2.75124
C -2.66470 0.04207 1.84118
S -2.67129 0.74961 0.24018
C -1.71793 -0.83022 2.20271
C -1.63718 -1.48913 3.55080
S -0.48269 -1.35324 1.05591
H -4.45210 1.17169 2.22629
H -3.40295 1.01234 3.62885
H -4.38218 -0.35841 3.10638
H -2.38178 -1.08439 4.23687
H -0.64770 -1.34818 3.99314
H -1.80132 -2.56904 3.47547
C 0.66884 0.62326 -4.60829
N -0.69013 1.00921 -5.01373
C -0.68535 2.30269 -5.70483
C -1.57439 1.03461 -3.89934
S -1.19782 1.90525 -2.49396
N -2.72391 0.41306 -4.08900
C -3.75022 0.41052 -3.05379
C -3.11646 -0.19143 -5.35994
H 1.15936 1.39582 -4.00858
H 1.24529 0.43514 -5.51492
H 0.63391 -0.28372 -4.00662
H -1.69933 2.57407 -6.00378
H -0.07334 2.21052 -6.60163
H -0.27845 3.09722 -5.06809
H -3.33125 0.09794 -2.10550
H -4.53578 -0.28087 -3.35382
H -4.15944 1.41476 -2.92858
H -2.28405 -0.16330 -6.05169
H -3.96291 0.36087 -5.77274
H -3.43522 -1.22056 -5.18538
O -0.99344 -1.23410 -2.11195
S -0.79732 -2.70915 -1.79638
C -2.45598 -3.35627 -1.58164
C -3.24167 -2.68666 -0.65161
C -4.52350 -3.15207 -0.39971
C -5.00210 -4.28070 -1.05192
C -4.20042 -4.94813 -1.96829
C -2.91955 -4.48817 -2.23960
C -0.40586 -3.39501 -3.39474
C -0.78895 -2.74254 -4.55622
C -0.44042 -3.28826 -5.78091
C 0.28034 -4.47636 -5.83416
C 0.66956 -5.11423 -4.66436
C 0.33579 -4.56594 -3.43288
H -2.86528 -1.80336 -0.14366
H -5.14328 -2.62496 0.31513
H -6.00170 -4.64246 -0.84644
H -4.57119 -5.82702 -2.47999
H -2.30389 -5.00536 -2.96385
H -1.33029 -1.80748 -4.48560
H -0.72624 -2.78390 -6.69514
H 0.55131 -4.89927 -6.79304
H 1.24415 -6.03011 -4.70860
H 0.65037 -5.04076 -2.51026
C 2.27736 -1.35059 -0.36634
C 1.58437 -0.03470 -0.51930
O 1.33138 0.48185 -1.63372
H 3.34142 -1.21628 -0.57565
H 1.86348 -2.04917 -1.09132
H 2.14802 -1.74586 0.63791
Cl 6.95210 3.03528 1.53000
C 6.62814 3.06228 -0.17913
C 7.68481 2.91827 -1.05860
C 7.44281 2.94543 -2.42123
C 6.14484 3.07434 -2.88648
C 5.09049 3.17949 -1.99520
Cl 3.47833 3.19413 -2.61710
C 5.30322 3.21750 -0.60886
N 4.26803 3.33298 0.30954
C 3.26349 4.31459 0.27164
C 3.43828 5.49099 -0.45415
C 2.43384 6.44063 -0.50774
C 1.24725 6.24289 0.18342
C 1.08837 5.08961 0.93371
C 2.08327 4.12079 0.99182
C 1.84619 2.86417 1.80153
C 1.27178 1.78730 0.92603
O 2.12294 0.88908 0.49589
O 0.07202 1.76392 0.66348
H 8.68601 2.80089 -0.66786
H 8.26339 2.85191 -3.11966
H 5.92827 3.06484 -3.94602
H 4.42436 2.87490 1.19096
H 4.36772 5.64876 -0.98751
H 2.58421 7.34260 -1.08768
H 0.45494 6.97823 0.14173
H 0.16626 4.91931 1.47696
H 1.11016 3.07381 2.57518
H 2.74821 2.48938 2.28423
```

Calculated values
Multiplicity = 1
E_tot = -4507.8029 a.u.
Relative energy (zero: lowest compared OMol25 entry of this formula, charge and spin) = 0.0 kJ/mol
HOMO energy = -5.76 eV
Orbital gap = 0.227 Eh

***

DFT (ωB97M-V/def2-TZVPD) results for C37H41Cl3Ge3N2O4W as an isolated structure at a distorted geometry.

Structure (XYZ):
```
91
C37H41Cl3Ge3N2O4W (ωB97M-V/def2-TZVPD)
W -0.67953 0.38747 -1.93868
C 4.15641 0.51977 1.63529
C 3.65944 -0.55552 0.73750
N 2.58160 -0.49809 -0.00647
C 2.50609 -1.70756 -0.64708
C 3.55679 -2.52032 -0.27549
N 4.27339 -1.76242 0.59534
C 4.04880 -3.90309 -0.55038
O 3.34212 -4.65627 -1.37379
O 5.05113 -4.28128 -0.00379
C 1.41587 -2.02543 -1.56016
O 1.26672 -3.07794 -2.14318
O 0.54642 -1.02769 -1.72215
H 3.49209 1.37769 1.55582
H 5.16738 0.82487 1.36352
H 4.17171 0.18337 2.67303
H 5.11808 -2.10028 1.03623
H 2.55852 -4.16986 -1.72067
C 0.47338 -0.95103 2.89087
C -0.38227 -1.03773 1.62852
Ge -0.56546 0.69783 0.70666
C -2.31921 1.47108 1.19591
C -2.36489 1.80968 2.68695
C 0.73936 1.99154 1.30505
C 1.31942 2.82711 0.44128
Ge 1.06060 2.41397 -1.47291
C 2.73109 1.74912 -2.32947
C 4.06068 2.27602 -1.79501
C 0.36702 4.01460 -2.43113
C 1.28925 4.55879 -3.52271
C 2.14011 3.99625 0.85949
C 2.84028 4.74402 -0.08353
C 3.61066 5.83928 0.28039
C 3.69245 6.21443 1.61048
C 2.99374 5.48769 2.56716
C 2.22564 4.39849 2.19678
H 0.61513 -1.93504 3.34127
H 0.00991 -0.31202 3.64506
H 1.46167 -0.53419 2.67298
H -1.39809 -1.35977 1.87486
H 0.01687 -1.78195 0.93550
H -3.09682 0.74884 0.93967
H -2.49539 2.36317 0.59180
H -2.11793 0.94358 3.30655
H -3.35635 2.15076 2.98994
H -1.65835 2.60375 2.93277
H 0.88091 2.11583 2.37690
H 2.63818 1.98406 -3.39441
H 2.70337 0.66649 -2.23167
H 4.23083 3.31523 -2.07501
H 4.88680 1.69132 -2.20569
H 4.11685 2.21589 -0.70802
H 0.20634 4.75980 -1.64788
H -0.60911 3.78938 -2.85520
H 2.19675 5.00472 -3.11357
H 0.78181 5.33645 -4.09555
H 1.58795 3.78828 -4.23383
H 2.79341 4.46937 -1.12795
H 4.14411 6.39718 -0.47832
H 4.28984 7.06765 1.90268
H 3.04186 5.77805 3.60857
H 1.67645 3.86728 2.96234
Cl -2.34838 1.76511 -2.48202
Ge 0.57653 0.33881 -4.42925
Cl -1.30346 -1.00281 -4.24159
Cl -0.19842 1.91517 -5.70645
C -2.03304 -0.95540 -0.99662
C -2.83351 -1.80925 -0.62935
C -3.60336 -2.84184 -0.14163
C -5.01565 -2.62534 0.09375
C -5.49155 -1.32383 0.32041
C -6.83636 -1.10539 0.53193
C -7.72634 -2.17415 0.48493
C -7.27347 -3.46225 0.22794
C -5.92458 -3.69384 0.03944
C -2.93394 -4.09943 0.12014
C -1.77548 -4.42929 -0.60590
C -1.10315 -5.60329 -0.33828
C -1.55703 -6.44555 0.67217
C -2.68497 -6.11771 1.41555
C -3.37837 -4.95510 1.14078
H -4.79004 -0.50016 0.34686
H -7.19888 -0.10571 0.72737
H -8.78294 -1.99841 0.63829
H -7.97532 -4.28222 0.16531
H -5.57338 -4.68873 -0.19610
H -1.43168 -3.76958 -1.39307
H -0.22554 -5.86683 -0.91299
H -1.02242 -7.36165 0.88664
H -3.01472 -6.76643 2.21521
H -4.23245 -4.67761 1.74308
```

Calculated values
Multiplicity = 2
⟨S²⟩ = 0.768
E_tot = -9523.2440 a.u.
Relative energy (zero: lowest compared OMol25 entry of this formula, charge and spin) = 145.6 kJ/mol
Charge = +1
HOMO energy (alpha / beta) = -10.50 / -10.69 eV
Orbital gap (alpha / beta) = 0.196 / 0.204 Eh

***

DFT (ωB97M-V/def2-TZVPD) results for C37H41Cl3IrNO3Te as an isolated structure at a distorted geometry.

Structure (XYZ):
```
87
C37H41Cl3IrNO3Te (ωB97M-V/def2-TZVPD)
Ir 0.11632 -2.24405 -0.65409
C 2.17869 -3.60534 1.58631
C 2.15181 -3.27600 0.11631
C 1.51624 -4.17478 -0.78938
C 1.07249 -5.53076 -0.31441
C 1.45254 -3.83199 -2.16538
C 0.71995 -4.70932 -3.13429
C 2.11503 -2.67271 -2.63695
C 2.03669 -2.35566 -4.10135
C 2.85342 -1.85539 -1.75531
C 3.57251 -0.66583 -2.32650
C 2.90607 -2.17536 -0.38052
C 3.80284 -1.47156 0.59498
H 3.10776 -4.10959 1.85485
H 1.34494 -4.24677 1.85648
H 2.09447 -2.69851 2.17960
H 1.71897 -5.88079 0.48507
H 1.13076 -6.24915 -1.12465
H 0.04676 -5.50419 0.04928
H 1.41809 -5.33081 -3.69627
H 0.16046 -4.09342 -3.83202
H 0.00257 -5.34685 -2.62943
H 1.09354 -1.84581 -4.30776
H 2.05130 -3.26489 -4.69557
H 2.85157 -1.72406 -4.43777
H 4.40023 -0.97985 -2.96304
H 3.97909 -0.02471 -1.55576
H 2.89334 -0.07088 -2.93408
H 4.49568 -2.19348 1.02650
H 3.22688 -1.03901 1.41244
H 4.39439 -0.68883 0.13844
Cl -4.43045 -2.32667 -2.25411
C -3.16209 -1.46070 -3.13708
Cl -2.93707 -2.18512 -4.73397
Cl -3.55988 0.24224 -3.27640
C -1.89360 -1.64680 -2.30946
O -1.48430 -0.71652 -1.59499
O -1.33251 -2.75079 -2.37557
C 2.84410 6.84545 1.44168
C 2.13959 5.52679 1.41797
C 2.74341 4.39459 0.88531
C 2.08992 3.16975 0.87231
C 2.80140 1.95475 0.36921
C 0.79130 3.10442 1.36045
Te -0.26945 1.06709 1.32330
N -0.45162 -1.09768 1.19245
C -1.53313 -1.81539 1.41004
O -1.61704 -2.89890 0.76936
C -2.57498 -1.43031 2.38040
C -2.30349 -0.59962 3.46606
C -3.31589 -0.26558 4.34912
C -4.59422 -0.77052 4.16320
C -4.86257 -1.61694 3.09796
C -3.85483 -1.95561 2.21388
C -1.91817 1.79559 0.19492
C -3.18890 1.83918 0.74779
C -4.23766 2.37657 0.01850
C -4.00232 2.89075 -1.24472
C -2.73084 2.82960 -1.78569
C -1.67130 2.26280 -1.09213
C -0.31861 2.15430 -1.71364
C 0.18186 4.19244 1.96678
C -1.16231 4.10781 2.62141
C 0.86704 5.40359 1.96213
H 3.81386 6.79034 0.95654
H 2.98659 7.17938 2.46834
H 2.24750 7.59860 0.93058
H 3.74898 4.45582 0.49584
H 3.61222 2.23984 -0.29703
H 2.11446 1.28467 -0.15322
H 3.22027 1.42048 1.22326
H -1.29157 -0.25248 3.65311
H -3.10302 0.37129 5.19622
H -5.37768 -0.50667 4.85694
H -5.85627 -2.01722 2.96372
H -4.04173 -2.61460 1.37995
H -3.36809 1.45964 1.74591
H -5.23175 2.40327 0.43953
H -4.80960 3.32392 -1.81621
H -2.55580 3.21216 -2.77807
H -0.36866 2.31098 -2.78746
H 0.06968 1.14932 -1.53645
H 0.36000 2.89503 -1.28766
H -1.46760 3.06710 2.75493
H -1.91882 4.61431 2.02187
H -1.12651 4.58538 3.59973
H 0.38671 6.26924 2.39746
```

Calculated values
Multiplicity = 6
⟨S²⟩ = 8.790
E_tot = -3467.5378 a.u.
Charge = +1
HOMO energy (alpha / beta) = -10.01 / -11.33 eV
Orbital gap (alpha / beta) = 0.278 / 0.204 Eh

***

DFT (ωB97M-V/def2-TZVPD) results for C37H41I2N6OV as an isolated structure.

Structure (XYZ):
```
88
C37H41I2N6OV (ωB97M-V/def2-TZVPD)
V -0.04875 -1.06306 0.69262
I -0.06998 4.24967 1.32097
C 0.30141 4.38054 -0.76523
I 1.73813 2.99904 -1.49531
H 0.67994 5.37533 -0.96131
H -0.62606 4.18635 -1.28704
C -0.10297 -4.54554 -3.66834
C 0.92095 -3.83563 -4.51195
C 0.90351 -3.95640 -5.90025
C 1.84123 -3.31569 -6.69352
C 2.82995 -2.53073 -6.11523
C 2.86216 -2.38551 -4.73944
C 1.91594 -3.03207 -3.95242
N 1.96736 -2.84528 -2.52800
C 1.15615 -2.00767 -1.86344
N 0.23335 -1.35442 -2.58377
C -0.59647 -0.28513 -2.18219
C -0.83202 0.00765 -0.83797
C -1.62068 1.14186 -0.57672
C -2.18553 1.89454 -1.58689
C -1.95227 1.54573 -2.91384
C -1.15222 0.46551 -3.23662
C -0.87548 0.11695 -4.67483
N 1.26047 -1.82734 -0.54870
C 2.37873 -2.43676 0.12169
C 2.15714 -3.57781 0.88748
C 3.20145 -4.15601 1.59412
C 4.46607 -3.59353 1.52144
C 4.68307 -2.46339 0.74580
C 3.65273 -1.86023 0.03270
C 3.92769 -0.65861 -0.82977
H -0.42947 -5.46023 -4.15960
H -0.98996 -3.92455 -3.51424
H 0.29387 -4.80855 -2.68823
H 0.14762 -4.57993 -6.36149
H 1.80698 -3.43724 -7.76777
H 3.56934 -2.03759 -6.73088
H 3.61944 -1.77478 -4.26367
H 2.66562 -3.33350 -1.98619
H 0.26988 -1.54162 -3.57651
H -1.81086 1.44422 0.44723
H -2.81301 2.74538 -1.34994
H -2.39250 2.13013 -3.71227
H -1.38753 0.80825 -5.33970
H -1.22390 -0.88933 -4.92790
H 0.19254 0.17087 -4.90599
H 1.16193 -4.00550 0.90997
H 3.03166 -5.04618 2.18485
H 5.28958 -4.03864 2.06375
H 5.67597 -2.03283 0.69387
H 4.65231 -0.00132 -0.35111
H 3.02246 -0.08400 -1.03155
H 4.34984 -0.96269 -1.79067
C -2.18829 -4.68149 1.94040
C -2.18489 -3.26154 1.47583
O -1.12173 -2.72054 1.08677
N -3.32984 -2.59958 1.43947
C -3.40805 -1.19819 1.01927
C -2.88910 -0.31935 2.13153
C -3.77959 0.34673 2.95719
C -3.30973 1.02748 4.06931
C -1.95201 0.98735 4.33597
C -1.12532 0.32641 3.44739
N -1.55781 -0.28973 2.33719
H -1.18790 -4.96562 2.25292
H -2.48833 -5.32332 1.10987
H -2.88889 -4.83359 2.75987
H -4.16282 -3.05685 1.77701
H -4.45132 -0.97122 0.81618
H -2.84403 -1.06402 0.09840
H -4.83714 0.31930 2.73155
H -3.99077 1.55745 4.72132
H -1.52753 1.46288 5.20853
H -0.06008 0.28703 3.64742
N 1.05690 0.64053 1.37278
C 2.27875 0.38930 2.12339
C 3.38448 1.20933 1.97421
C 4.53124 0.94398 2.71015
C 4.56688 -0.12677 3.59216
C 3.45360 -0.94259 3.73957
C 2.30843 -0.68501 3.00182
H 1.23267 1.27402 0.58630
H 0.43551 1.20858 1.94970
H 3.34736 2.05194 1.29345
H 5.39578 1.58502 2.60051
H 5.46112 -0.32427 4.16744
H 3.47776 -1.78099 4.42241
H 1.44342 -1.33579 3.11364
```

Calculated values
Multiplicity = 3
⟨S²⟩ = 2.018
E_tot = -3377.3689 a.u.
Relative energy (zero: lowest compared OMol25 entry of this formula, charge and spin) = 0.0 kJ/mol
Charge = +2
HOMO energy (alpha / beta) = -13.35 / -13.37 eV
Orbital gap (alpha / beta) = 0.287 / 0.305 Eh

***

DFT (ωB97M-V/def2-TZVPD) results for C37H42As2N2O3SV as an isolated structure.

Structure (XYZ):
```
88
C37H42As2N2O3SV (ωB97M-V/def2-TZVPD)
V 0.05712 0.09740 -2.11799
S -1.74273 -0.91463 -3.29824
C -3.16815 0.15543 -3.11578
C -4.26524 -0.05403 -3.96122
C -5.40836 0.71358 -3.84803
C -5.50145 1.71186 -2.88036
C -4.42661 1.93088 -2.03669
C -3.26544 1.17554 -2.16420
As -1.72606 1.34724 -0.99646
C -1.40110 3.26694 -0.91040
C -0.47800 3.73355 0.02568
C -0.07929 5.06167 0.02275
C -0.58490 5.93876 -0.92819
C -1.49208 5.47995 -1.87132
C -1.90003 4.15071 -1.86354
C -2.57538 0.95797 0.70231
C -2.88653 -0.38036 0.92809
C -3.53219 -0.75530 2.09642
C -3.85744 0.19996 3.05103
C -3.54364 1.53180 2.82876
C -2.90705 1.91281 1.65412
H -4.20821 -0.83815 -4.70538
H -6.24165 0.52896 -4.51495
H -6.40378 2.30105 -2.78350
H -4.49351 2.69264 -1.26587
H -0.06736 3.05230 0.76698
H 0.62859 5.41234 0.76321
H -0.27201 6.97440 -0.93140
H -1.89202 6.15739 -2.61532
H -2.61687 3.80581 -2.60035
H -2.62553 -1.13187 0.18841
H -3.77626 -1.79715 2.26263
H -4.35807 -0.09596 3.96374
H -3.80035 2.28055 3.56741
H -2.67764 2.95844 1.48727
N 0.12349 1.64507 -3.72387
C 1.42546 1.70379 -4.41141
C 2.49063 2.35908 -3.54518
C 2.94929 1.52252 -2.36054
N 1.83566 1.30373 -1.42680
H -0.57983 1.22436 -4.32893
H -0.19255 2.58387 -3.49136
H 1.33547 2.24936 -5.35595
H 1.71126 0.67489 -4.64538
H 2.12156 3.32789 -3.18341
H 3.35715 2.58327 -4.17103
H 3.79013 2.02187 -1.86610
H 3.28744 0.54242 -2.70165
H 1.54084 2.19546 -1.03551
H 2.12584 0.74214 -0.62785
O 0.63119 -4.26581 -0.48348
C 1.97454 -4.09790 -0.58782
C 2.87716 -5.04062 -0.10864
C 4.23988 -4.82282 -0.22660
C 4.71889 -3.67345 -0.83666
C 3.81430 -2.74806 -1.33329
C 2.44359 -2.93865 -1.20682
C 1.52208 -1.86217 -1.67826
O 1.64055 -1.33559 -2.80343
O 0.64847 -1.41827 -0.86122
H 0.44292 -5.10417 -0.04658
H 2.50461 -5.94144 0.36612
H 4.93011 -5.56139 0.15992
H 5.78238 -3.50528 -0.93333
H 4.16656 -1.85525 -1.83500
C 0.38311 0.72210 3.79702
As 0.81608 0.00331 2.02374
C 2.71759 -0.35290 2.36499
C 0.07570 -1.82065 2.25187
C 0.65489 -2.60781 3.37724
C 0.09591 -2.57402 4.65372
C 0.65893 -3.29306 5.69810
C 1.79201 -4.06334 5.48553
C 2.35561 -4.11172 4.21841
C 1.79251 -3.39226 3.17690
H 0.72980 0.06594 4.59509
H -0.69586 0.85955 3.87802
H 0.86398 1.69526 3.90134
H 2.86874 -0.92597 3.27865
H 3.22386 0.60958 2.45627
H 3.15320 -0.89947 1.52664
H 0.22578 -2.31079 1.29107
H -0.99663 -1.66945 2.38298
H -0.79606 -1.98194 4.82414
H 0.20661 -3.25509 6.68101
H 2.22946 -4.62499 6.30039
H 3.23888 -4.71253 4.03868
H 2.23603 -3.43110 2.18865
```

Calculated values
Multiplicity = 2
⟨S²⟩ = 0.756
E_tot = -7584.1694 a.u.
Relative energy (zero: lowest compared OMol25 entry of this formula, charge and spin) = 0.0 kJ/mol
HOMO energy (alpha / beta) = -6.37 / -5.80 eV
Orbital gap (alpha / beta) = 0.249 / 0.228 Eh